DFT (ωB97M-V/def2-TZVPD) results for 4 unconnected molecules or ions with the total composition C3H11NO3 at a distorted geometry.

For the LUMO energy, the calculation gives -0.406 eV. The total energy is -10918.45172 eV. The calculation puts the HOMO-LUMO gap at 8.30 eV. Its SMILES is C=CN=C.O.O.O. Its energy above the lowest of the compared OMol25 structures with the same formula, charge and spin is 439.4 kJ/mol.

ORCA input file:
```
! RIJCOSX wB97M-V def2-TZVPD def2/J DEFGRID3
* xyz 0 1
C -1.96936 -3.13683 1.47054
C -1.45334 -2.47239 0.43644
N -1.52455 -1.05366 0.28141
C -1.80647 -0.40627 -0.81950
H -2.24182 -2.72707 2.40531
H -1.88406 -4.22211 1.35125
H -1.12563 -2.99408 -0.51275
H -2.63883 0.15477 -1.15100
H -1.13361 -0.86792 -1.55224
O 0.08241 0.69695 1.77746
H -0.08343 -0.07070 1.22628
H 0.80243 0.34436 2.32984
O 3.40063 2.34222 -2.66493
H 2.63971 2.23378 -2.07401
H 3.60881 3.27229 -2.63975
O 1.64045 2.33951 -0.18171
H 1.85828 3.24079 -0.05479
H 1.25712 2.07492 0.73062
*
```